Entry 1:
Computed, not measured: an isolated molecule of C18H26N2O, with the ωB97M-V functional and the def2-TZVPD basis.

The geometry in XYZ format:
```
47
Properties=species:S:1:pos:R:3:forces:R:3
C 0.4601 -2.3266 0.1092 0.19 0.03 -0.28
H -0.3439 -1.8449 -0.4422 -0.12 0.04 0.00
H 0.2474 -3.3923 0.1604 -0.05 -0.12 0.06
H 0.4753 -1.9336 1.1229 -0.03 0.05 0.14
C 1.8116 -2.1051 -0.5869 0.06 -0.28 0.20
N 2.1906 -0.7270 -0.8321 -0.11 0.00 -0.20
C 1.7798 -0.1109 -2.0700 -0.21 0.15 -0.11
C 0.4722 0.6821 -1.9690 0.19 -0.20 -0.20
N 0.6146 1.6777 -0.9240 0.00 0.11 -0.01
C 0.8783 1.0290 0.3485 0.09 -0.22 0.19
H 0.0378 0.3793 0.6447 0.07 0.07 0.00
C 2.1754 0.2047 0.2781 0.20 0.22 0.11
C 3.4033 1.1289 0.1882 -0.01 -0.08 0.59
H 3.1898 1.9665 -0.4747 0.06 0.06 -0.06
H 4.2291 0.5471 -0.2210 0.05 0.02 -0.06
C 3.8254 1.6680 1.5508 -0.09 0.43 -0.40
O 4.1816 0.5849 2.3867 0.10 -0.34 0.21
H 4.4965 0.9275 3.2287 -0.04 -0.03 -0.07
H 3.0040 2.2406 2.0062 0.08 0.01 -0.06
H 4.6816 2.3461 1.4220 -0.15 -0.03 0.01
H 2.2729 -0.3672 1.2027 -0.06 0.01 -0.02
H 0.9845 1.8044 1.1118 -0.04 0.00 0.05
C -0.5199 2.5870 -0.8565 0.43 0.30 -0.14
C -1.7785 1.9355 -0.5229 -0.57 -0.50 0.20
C -2.7420 1.2733 -0.2350 0.66 0.63 -0.23
C -3.9081 0.5447 0.1030 -0.37 -0.33 0.14
C -3.9227 -0.8454 -0.0126 0.00 0.02 0.00
C -5.0599 -1.5558 0.3196 -0.04 -0.10 0.00
C -6.1894 -0.8928 0.7705 -0.07 -0.03 0.02
C -6.1783 0.4876 0.8910 -0.11 0.00 0.03
C -5.0463 1.2071 0.5612 0.03 0.00 -0.01
H -5.0304 2.2833 0.6545 0.01 0.05 0.00
H -7.0581 1.0053 1.2441 -0.06 0.04 0.03
H -7.0772 -1.4514 1.0279 -0.07 -0.04 0.02
H -5.0666 -2.6321 0.2257 0.01 -0.07 0.00
H -3.0395 -1.3603 -0.3622 0.06 0.00 -0.03
H -0.2975 3.3522 -0.1037 -0.03 0.00 -0.15
H -0.6161 3.0813 -1.8304 0.04 0.04 0.15
H -0.3756 0.0025 -1.7725 0.04 0.06 -0.02
H 0.2833 1.1934 -2.9173 -0.03 -0.02 0.00
H 2.5696 0.5852 -2.3748 -0.08 0.02 -0.14
H 1.6858 -0.8770 -2.8422 0.06 0.02 0.01
H 1.7584 -2.5795 -1.5747 0.01 0.06 0.09
C 2.9271 -2.8021 0.1989 -0.21 0.02 -0.28
H 3.0129 -2.3957 1.2027 0.02 0.04 0.18
H 3.8767 -2.6576 -0.3083 0.11 -0.01 -0.03
H 2.7243 -3.8676 0.2729 0.00 -0.15 0.09
```
Forces are in eV/Å.

ΔE to the lowest compared entry with this formula, charge and spin (kJ/mol): 271.1
SMILES string: CC(C)N1CCN(CC#Cc2ccccc2)C[C@@H]1CCO
E_tot (Eh): -886.1603
LUMO level (eV): 0.85
Orbital gap (eV): 8.6
Largest force on an atom (hartree/bohr): 0.0182
HOMO level (eV): -7.8

natural (NBO) atomic charge list, values in e, 4 entries: atom 1 (C): -0.633, atom 2 (H): 0.203, atom 3 (H): 0.210, atom 4 (H): 0.203

Entry 2:
Computed, not measured: a structure of composition C3H6I2N2O3S at a distorted geometry, with the ωB97M-V functional and the def2-TZVPD basis.

The geometry in XYZ format:
```
17
Properties=species:S:1:pos:R:3:forces:R:3
C -0.1166 0.9117 -0.4296 -0.19 3.55 -0.51
C 1.8182 -0.6279 -0.8258 0.33 1.33 -0.33
C -0.5178 0.6783 1.9917 0.10 -0.62 -1.36
N 0.5158 -0.2782 -0.3428 -1.89 -5.01 -0.34
N -0.4210 1.5174 0.7376 1.63 -3.28 3.37
O -0.4506 1.4545 -1.4557 0.61 -0.39 -1.44
O -0.3669 -2.6832 -0.3582 0.48 -1.12 0.37
O -1.9454 -0.7905 -0.1735 -1.46 0.49 0.90
S -0.7913 -1.3872 -0.7049 2.08 0.60 -0.81
I -1.4406 3.2581 0.5109 -2.25 4.07 0.16
I -1.0769 -1.3059 -3.0787 0.10 -0.15 -0.34
H 2.4008 0.1588 -0.3783 0.91 0.22 -0.10
H 2.1472 -1.5541 -0.4121 -0.02 -0.71 0.21
H 1.9411 -0.5952 -1.9108 -0.16 -0.05 -0.02
H -0.2871 1.0802 2.9641 0.17 1.15 -0.14
H -1.5552 0.3531 1.9907 0.01 -0.30 0.31
H 0.1462 -0.1899 1.8753 -0.43 0.21 0.06
```
Forces are in eV/Å.

E_tot (Eh): -1446.5423
LUMO level (alpha / beta) (eV): -0.79 / -3.04
Spin multiplicity: 3
Orbital gap (alpha / beta) (eV): 5.5 / 6.3
Largest force on an atom (hartree/bohr): 0.1044
HOMO level (alpha / beta) (eV): -6.3 / -9.4

natural (NBO) atomic charge list, values in e, 4 entries: atom 1 (C): 0.726, atom 2 (C): -0.412, atom 3 (C): -0.458, atom 4 (N): -0.697

Entry 3:
Computed, not measured: an isolated molecule of C2H3IN4 at a distorted geometry, with the ωB97M-V functional and the def2-TZVPD basis.

The geometry in XYZ format:
```
10
Properties=species:S:1:pos:R:3:forces:R:3
C -0.8793 0.9381 0.1970 0.00 0.53 1.30
C 1.2145 -0.1931 -0.3405 1.35 1.74 2.25
N -2.0443 0.5712 0.7454 0.88 0.38 -0.82
N -1.8868 -0.7347 1.0025 -2.11 0.37 0.94
N -0.7491 -1.1728 0.7600 2.39 -0.04 -1.52
N -0.0430 -0.0992 0.2064 -1.03 0.12 0.95
I 1.1413 -1.0159 -2.4176 -0.12 -1.34 -3.44
H -0.4342 1.9368 0.1396 -0.84 -0.30 -0.53
H 1.7954 -0.9256 0.1351 0.65 -1.26 0.68
H 1.8853 0.6953 -0.4278 -1.17 -0.20 0.19
```
Forces are in eV/Å.

ΔE to the lowest compared entry with this formula, charge and spin (kJ/mol): 213.9
E_tot (Eh): -594.5253
LUMO level (alpha / beta) (eV): 0.49 / -4.13
Spin multiplicity: 3
Orbital gap (alpha / beta) (eV): 6.8 / 6.3
Largest force on an atom (hartree/bohr): 0.0718
HOMO level (alpha / beta) (eV): -6.4 / -10.4

natural (NBO) atomic charge list, values in e, 4 entries: atom 1 (C): 0.123, atom 2 (C): -0.480, atom 3 (N): -0.299, atom 4 (N): -0.052